{"formula": "C31H54BrClMoO2P2Si2", "method": "ωB97M-V with the def2-TZVPD basis set", "symbols": ["Mo", "C", "C", "C", "Si", "C", "C", "Si", "H", "H", "H", "Cl", "C", "C", "C", "C", "H", "H", "H", "H", "H", "H", "H", "H", "H", "H", "H", "H", "C", "C", "P", "H", "H", "P", "H", "H", "C", "C", "C", "C", "C", "H", "C", "H", "H", "H", "H", "H", "H", "H", "C", "C", "H", "H", "H", "H", "H", "H", "H", "C", "C", "H", "H", "H", "H", "H", "H", "C", "C", "H", "H", "H", "H", "H", "H", "H", "C", "H", "H", "H", "Br", "C", "C", "C", "C", "C", "C", "C", "O", "O", "H", "H", "H", "H"], "xyz": [[-0.74235, -0.06193, -0.53021], [-1.65379, -0.08509, 1.52735], [-2.07471, 1.09728, 0.84425], [-2.82263, 0.63903, -0.32192], [-1.68856, 2.78532, 1.59041], [-2.81591, -0.78142, -0.33685], [-2.08558, -1.25403, 0.83105], [-1.72621, -2.95678, 1.53431], [-1.11103, -0.08592, 2.46956], [-3.32846, 1.28697, -1.02716], [-3.28502, -1.41791, -1.07508], [-0.03930, -0.03662, -2.91931], [-1.41229, -2.85339, 3.37411], [-3.12386, -4.12866, 1.15359], [-1.25753, 2.60385, 3.40252], [-3.13116, 3.91813, 1.28185], [-4.02007, -3.81117, 1.70538], [-2.85469, -5.13447, 1.50204], [-3.38169, -4.18919, 0.09042], [-0.56628, -2.19064, 3.59773], [-1.17897, -3.85209, 3.76612], [-2.30003, -2.47783, 3.89941], [-4.00895, 3.51537, 1.80545], [-3.38337, 4.02072, 0.22036], [-2.92066, 4.91630, 1.68708], [-2.06831, 2.09336, 3.93755], [-1.11477, 3.59400, 3.85431], [-0.32959, 2.03027, 3.53535], [-0.09716, -3.42256, 0.70506], [-0.10519, 3.33424, 0.72480], [-0.00558, -2.61420, -0.92695], [-0.00955, -4.51930, 0.65051], [0.73417, -3.01580, 1.30704], [-0.02275, 2.53371, -0.91222], [0.74204, 2.93855, 1.31059], [-0.03175, 4.43254, 0.68251], [1.61543, 3.09779, -1.59554], [-1.29046, 3.51638, -1.92440], [-1.26385, -3.59501, -1.95513], [1.62568, -3.17141, -1.62705], [2.63103, -2.03142, -1.50382], [1.42102, -3.35730, -2.69581], [2.16393, -4.44531, -0.97695], [2.37887, -4.27872, 0.08524], [3.10186, -4.71521, -1.47810], [1.48295, -5.29839, -1.06690], [2.33986, -1.18872, -2.13892], [3.61510, -2.39040, -1.83382], [2.71101, -1.68807, -0.45675], [-2.22338, -3.36623, -1.46129], [-1.03488, -5.10955, -1.92795], [-1.33515, -3.09848, -3.40159], [-1.00982, -5.53299, -0.91549], [-0.10600, -5.37839, -2.45042], [-1.86586, -5.59442, -2.46140], [-1.57648, -2.03192, -3.46246], [-2.12048, -3.65983, -3.92911], [-0.38456, -3.26310, -3.92896], [-2.24733, 3.26449, -1.43552], [-1.34242, 3.03846, -3.37719], [-1.08734, 5.03355, -1.88084], [-1.08428, 5.44856, -0.86469], [-1.91984, 5.50611, -2.42219], [-0.15932, 5.32356, -2.39348], [-1.56074, 1.96866, -3.45623], [-0.39311, 3.23460, -3.89540], [-2.13328, 3.59312, -3.90173], [2.63651, 1.96974, -1.45767], [2.12711, 4.38813, -0.95591], [1.42008, 3.26998, -2.66823], [2.34823, 4.23686, 0.10864], [1.42476, 5.22306, -1.05801], [3.05978, 4.67704, -1.45836], [2.70942, 1.62696, -0.41389], [3.62138, 2.32837, -1.78804], [2.35237, 1.11242, -2.07729], [0.70976, -0.03200, -6.45300], [-0.37791, -0.03528, -6.54825], [1.25164, 0.91558, -6.45594], [1.25873, -0.97532, -6.46935], [3.51085, 2.65087, 2.54471], [2.96315, 1.37088, 3.83935], [3.11091, 1.65581, 5.20381], [2.74962, 0.69848, 6.16047], [2.30907, -0.56839, 5.75473], [2.18663, -0.86083, 4.39780], [2.44539, 0.12533, 3.42666], [2.14537, -0.19902, 1.97592], [2.42213, -1.37061, 1.60935], [1.61749, 0.73122, 1.29314], [3.50196, 2.62575, 5.50657], [2.82555, 0.93763, 7.22432], [2.05859, -1.32954, 6.49497], [1.88475, -1.85415, 4.05646]], "homo_lumo_gap_ev": [7.612, 7.515], "s2": 2.010, "spin_multiplicity": 3}